# C63H140N8O11

A 8-piece molecular cluster, C63H140N8O11 overall (the ωB97M-V functional and the def2-TZVPD basis, the OMol25 dataset).

Geometry as ORCA input:
```
! RIJCOSX wB97M-V def2-TZVPD def2/J DEFGRID3
* xyz 1 2
C -13.8780 12.9486 -2.7949
C -14.6577 11.6088 -2.6350
C -14.5516 10.8255 -4.0299
C -13.1329 10.1932 -4.1917
C -12.8732 9.2543 -3.0132
C -12.9413 9.9480 -1.6402
N -14.1724 10.7230 -1.5243
O -14.3468 11.3008 -0.2402
C -12.9551 8.8003 -0.5659
C -11.5890 10.6620 -1.3902
C -16.1906 11.8569 -2.4815
H -14.5571 13.6485 -3.2818
H -12.9404 12.8869 -3.3475
H -13.6628 13.3880 -1.8209
H -15.3216 10.0593 -4.1206
H -14.5474 11.4686 -4.9100
H -12.4178 11.0139 -4.2480
H -13.2483 9.6765 -5.1444
H -11.8531 8.8729 -3.0590
H -13.6624 8.5064 -3.0898
H -12.9173 9.0707 0.4893
H -13.6753 7.9830 -0.6036
H -12.0199 8.2529 -0.6838
H -11.4628 10.9628 -0.3502
H -10.7012 10.0610 -1.5867
H -11.5024 11.5452 -2.0230
H -16.6031 12.3270 -3.3742
H -16.3806 12.4217 -1.5688
H -16.6619 10.8911 -2.2992
H -15.0949 10.8028 0.0973
C -7.3041 17.7004 -11.5019
C -8.1403 16.4610 -11.2695
C -8.0348 16.1043 -9.7901
C -8.9955 15.0103 -9.2754
C -10.4264 15.3482 -9.6639
C -10.6664 15.7229 -11.1583
N -9.6000 16.6434 -11.6116
O -9.8140 17.2373 -12.8899
C -10.7387 14.4146 -11.9305
C -11.9810 16.4434 -11.3162
C -7.5851 15.2712 -12.1135
H -7.1473 17.8305 -12.5727
H -6.2897 17.5622 -11.1276
H -7.7873 18.5715 -11.0596
H -7.0393 15.6676 -9.7105
H -8.1887 16.9936 -9.1789
H -9.0961 15.0318 -8.1902
H -8.6498 14.0059 -9.5200
H -10.7152 16.2050 -9.0551
H -11.0575 14.5215 -9.3378
H -10.2970 14.5200 -12.9214
H -10.2439 13.5494 -11.4893
H -11.7831 14.1070 -11.9816
H -11.9142 17.3979 -10.7941
H -12.2550 16.6750 -12.3454
H -12.7973 15.8379 -10.9222
H -7.7374 15.6061 -13.1396
H -8.1058 14.3458 -11.8674
H -6.5284 15.0377 -11.9838
H -9.8417 18.1847 -12.7375
C -16.2795 15.4510 -9.6416
C -15.8244 14.3244 -8.6331
C -16.5123 14.5873 -7.2762
C -16.4777 13.3458 -6.3327
C -17.0258 12.0812 -7.0655
C -16.2886 11.7866 -8.4225
N -16.2114 13.0121 -9.2286
O -15.5676 12.7963 -10.4297
C -14.9233 11.1682 -8.1292
C -17.1723 10.7024 -9.1578
C -14.3257 14.4720 -8.3385
H -15.9113 16.4004 -9.2526
H -17.3675 15.4239 -9.7013
H -15.8967 15.3530 -10.6575
H -16.0436 15.4178 -6.7483
H -17.5463 14.8207 -7.5301
H -17.1615 13.6778 -5.5515
H -15.4774 13.2939 -5.9029
H -18.0981 12.2275 -7.1952
H -17.0007 11.2405 -6.3722
H -14.4347 10.8721 -9.0575
H -14.2723 11.9124 -7.6703
H -15.0353 10.4166 -7.3477
H -18.1629 11.0332 -9.4698
H -16.8319 10.1673 -10.0443
H -17.5047 9.9490 -8.4437
H -13.8080 13.8443 -9.0639
H -14.0095 14.0501 -7.3845
H -13.9703 15.4975 -8.4402
H -16.2152 12.2455 -10.8756
C -12.6990 19.6302 -6.9734
C -11.1444 19.7312 -6.6658
C -10.5978 21.1434 -7.1922
C -9.1410 21.4075 -6.6995
C -9.0271 21.2914 -5.1311
C -9.5786 19.9251 -4.5784
N -10.9329 19.6584 -5.2084
O -11.4834 18.5144 -4.6499
C -8.5485 18.7638 -4.6557
C -9.8397 20.2203 -3.0558
C -10.4702 18.5787 -7.3811
H -13.0565 18.6600 -6.6285
H -12.9065 19.8620 -8.0180
H -13.3209 20.2815 -6.3592
H -10.7637 21.1981 -8.2681
H -11.3095 21.8304 -6.7344
H -8.8639 22.3947 -7.0690
H -8.3197 20.8363 -7.1323
H -9.5313 22.1918 -4.7801
H -7.9769 21.4101 -4.8643
H -8.9121 17.8666 -4.1547
H -8.2481 18.4628 -5.6593
H -7.6506 18.9643 -4.0712
H -10.4401 21.1021 -2.8322
H -10.4255 19.4554 -2.5462
H -8.9572 20.4943 -2.4777
H -9.3915 18.6962 -7.4843
H -10.8186 18.4640 -8.4075
H -10.4983 17.6462 -6.8174
H -12.3444 18.8745 -4.4245
C -5.0942 7.5323 -9.6072
C -4.5391 8.7817 -10.2707
C -4.0639 8.4880 -11.7537
C -5.1928 8.3985 -12.7217
C -6.0540 9.6926 -12.7051
C -6.6778 9.8717 -11.2819
N -5.5469 9.8736 -10.2799
O -5.9540 10.3292 -9.0349
C -7.2979 11.2930 -11.2461
C -7.8383 8.8617 -11.0031
C -3.3165 9.3311 -9.5742
H -5.5933 6.9002 -10.3416
H -5.8580 7.7282 -8.8547
H -4.2725 6.9391 -9.2057
H -3.4415 9.3449 -12.0116
H -3.5772 7.5165 -11.8404
H -5.7380 7.5476 -12.3132
H -5.0082 8.0981 -13.7531
H -6.8224 9.5452 -13.4640
H -5.3259 10.4278 -13.0479
H -6.6087 12.1362 -11.2914
H -7.9661 11.4116 -12.0990
H -7.9050 11.4357 -10.3521
H -8.2927 9.0789 -10.0365
H -8.6494 8.9360 -11.7275
H -7.3481 7.8884 -10.9807
H -3.3466 9.4151 -8.4878
H -2.8649 10.1999 -10.0529
H -2.5009 8.6563 -9.8339
H -5.3424 11.0357 -8.8149
C -8.4141 4.4975 -8.6366
O -7.5002 4.7326 -7.5844
C -7.9826 5.7719 -6.6614
C -7.1459 5.8047 -5.3842
N -7.2042 4.5470 -4.6795
C -8.3632 4.3080 -3.8443
C -8.4238 5.1866 -2.5693
O -9.3413 6.2774 -2.8853
C -9.3933 7.2501 -1.9175
H -8.2446 3.5125 -9.0715
H -8.2783 5.1623 -9.4897
H -9.4638 4.4742 -8.3442
H -9.0292 5.7908 -6.3575
H -7.9370 6.6865 -7.2527
H -7.4479 6.6904 -4.8253
H -6.0898 5.9141 -5.6304
H -7.0676 3.8091 -5.3555
H -8.3834 3.2559 -3.5601
H -9.2504 4.5186 -4.4415
H -7.4223 5.4511 -2.2303
H -8.7852 4.5942 -1.7288
H -9.6414 8.1658 -2.4543
H -8.4627 7.5148 -1.4154
H -10.1472 7.1606 -1.1355
C -10.6461 15.3911 -5.2269
O -10.0445 14.2541 -5.8669
C -10.9780 13.2452 -6.3270
C -10.1230 12.1479 -7.0426
N -9.3351 11.5950 -6.0141
C -8.2821 10.7371 -6.5150
C -8.8157 9.4631 -7.2025
O -9.1665 8.4394 -6.2790
C -10.4415 8.5427 -5.5729
H -9.8964 16.1574 -5.0296
H -11.0570 15.1620 -4.2437
H -11.3581 15.9106 -5.8682
H -11.6801 13.7434 -6.9956
H -11.5684 12.8658 -5.4930
H -9.4975 12.6939 -7.7488
H -10.6853 11.4552 -7.6687
H -9.0229 12.2810 -5.3417
H -7.5637 10.5392 -5.7194
H -7.7148 11.3429 -7.2215
H -8.1692 8.9798 -7.9349
H -9.6878 9.6468 -7.8300
H -11.1998 8.0443 -6.1769
H -10.6854 9.5954 -5.4298
H -10.3730 8.0851 -4.5860
C -15.7161 6.8873 -5.2143
O -16.0996 7.4527 -6.5152
C -16.8541 6.6105 -7.3693
C -15.9625 5.6361 -8.1194
N -15.2643 6.2575 -9.2503
C -14.6968 7.5777 -9.1674
C -13.2209 7.4765 -8.6154
O -12.3264 6.9299 -9.5428
C -10.9802 6.8961 -9.0449
H -14.9732 6.1351 -5.4795
H -16.5921 6.4166 -4.7680
H -15.3056 7.5616 -4.4626
H -17.4133 7.2507 -8.0516
H -17.5687 6.1382 -6.6953
H -16.5768 4.8625 -8.5803
H -15.2678 5.0951 -7.4770
H -14.7353 5.5542 -9.7459
H -15.3090 8.3332 -8.6751
H -14.6402 7.9622 -10.1857
H -13.2058 6.8596 -7.7169
H -12.9140 8.4686 -8.2841
H -10.7216 7.9492 -8.9340
H -10.3246 6.4949 -9.8177
H -10.8166 6.3321 -8.1266
*
```

Output
Kohn-Sham gap (alpha / beta) in Ha: 0.257 / 0.101
Total energy in eV: -102023.9996
Lowest unoccupied orbital energy (alpha / beta) in Eh: -0.088 / -0.244
<S²>: 0.754

Atom charges from the Mulliken analysis, given in e for atoms 1 to 99: number 1, C, carries -1.581; number 2, C, carries 1.919; number 3, C, carries 0.525; number 4, C, carries 0.105; number 5, C, carries -0.076; number 6, C, carries 1.228; number 7, N, carries 0.568; number 8, O, carries -0.503; number 9, C, carries -1.505; number 10, C, carries -1.481; number 11, C, carries -1.839; number 12, H, carries 0.526; number 13, H, carries -0.013; number 14, H, carries 0.389; number 15, H, carries 0.627; number 16, H, carries -1.392; number 17, H, carries -0.988; number 18, H, carries 0.886; number 19, H, carries -0.468; number 20, H, carries -0.094; number 21, H, carries 0.422; number 22, H, carries 0.419; number 23, H, carries 0.153; number 24, H, carries 0.450; number 25, H, carries 0.200; number 26, H, carries 0.190; number 27, H, carries 0.117; number 28, H, carries 0.462; number 29, H, carries 0.478; number 30, H, carries 0.350; number 31, C, carries -2.048; number 32, C, carries 1.728; number 33, C, carries -1.548; number 34, C, carries 0.683; number 35, C, carries 0.151; number 36, C, carries 1.925; number 37, N, carries 0.768; number 38, O, carries -0.561; number 39, C, carries -1.846; number 40, C, carries -1.656; number 41, C, carries -1.590; number 42, H, carries 0.449; number 43, H, carries 0.380; number 44, H, carries 0.381; number 45, H, carries 0.631; number 46, H, carries -0.194; number 47, H, carries 0.254; number 48, H, carries -0.424; number 49, H, carries -0.388; number 50, H, carries -0.031; number 51, H, carries 0.314; number 52, H, carries 0.236; number 53, H, carries 0.372; number 54, H, carries 0.361; number 55, H, carries 0.429; number 56, H, carries 0.127; number 57, H, carries 0.376; number 58, H, carries 0.062; number 59, H, carries 0.433; number 60, H, carries 0.318; number 61, C, carries -1.755; number 62, C, carries 1.991; number 63, C, carries -1.606; number 64, C, carries 0.355; number 65, C, carries -1.441; number 66, C, carries 1.543; number 67, N, carries 0.453; number 68, O, carries -0.281; number 69, C, carries -0.716; number 70, C, carries -2.034; number 71, C, carries -2.177; number 72, H, carries 0.403; number 73, H, carries 0.463; number 74, H, carries 0.373; number 75, H, carries 0.509; number 76, H, carries 0.435; number 77, H, carries 0.638; number 78, H, carries -0.470; number 79, H, carries 0.610; number 80, H, carries 0.382; number 81, H, carries 0.430; number 82, H, carries -0.229; number 83, H, carries 0.184; number 84, H, carries 0.429; number 85, H, carries 0.616; number 86, H, carries 0.372; number 87, H, carries 0.589; number 88, H, carries -0.227; number 89, H, carries 0.760; number 90, H, carries 0.480; number 91, C, carries -2.239; number 92, C, carries 1.912; number 93, C, carries -1.099; number 94, C, carries -0.748; number 95, C, carries -1.213; number 96, C, carries 1.417; number 97, N, carries 0.155; number 98, O, carries -0.365; number 99, C, carries -1.416